No. 1
Here is a structure of composition C15H20MoN7O5SSi at a distorted geometry from OMol25. Energies are from ωB97M-V with the def2-TZVPD basis set.

## Properties
* total charge: +1
* spin multiplicity: 3
* HOMO (alpha / beta): -12.58 / -12.53 eV
* <S²>: 2.263
* frontier orbital gap (alpha / beta): 6.8 / 6.1 eV
* relative energy (zero: lowest compared OMol25 entry of this formula, charge and spin): 0.000 eV
* LUMO level (alpha / beta): -0.211 / -0.235 Eh

Structure (XYZ):
```
50
Properties=species:S:1:pos:R:3:forces:R:3
Mo -0.656513 -1.015453 0.162598 1.65 -0.07 -2.91
O 3.694698 -0.453728 4.434811 0.29 -1.17 -0.50
C 3.834944 -1.530582 3.651354 -0.30 1.78 0.98
O 4.780229 -2.268996 3.644842 -0.24 -0.08 -0.10
C 2.708796 -1.696688 2.678987 -0.87 -1.41 -0.83
C 2.749324 -2.776237 1.719539 -0.75 2.51 0.79
N 1.677698 -2.584490 0.938882 0.34 -0.17 -0.17
N 0.915180 -1.504931 1.321108 0.79 -0.80 1.43
C 1.490040 -0.995844 2.476655 -0.38 -0.17 -1.69
C 0.789459 0.256858 3.130416 0.69 1.62 1.53
O 1.530665 0.816204 3.958011 0.62 -0.79 -0.08
O -0.342056 0.731908 2.863555 0.63 -2.51 -1.61
H 2.814002 0.034770 4.272914 0.30 0.09 0.09
H 3.523157 -3.533001 1.562891 -0.50 0.28 0.08
H 1.384457 -3.176904 0.167261 0.15 0.17 0.22
S -1.937132 0.561104 0.926290 -2.03 2.77 1.41
C -3.092424 1.256937 -0.212627 -1.33 -0.94 -2.07
N -3.724029 0.719559 -1.300317 1.56 -1.15 0.92
C -4.669378 1.700213 -1.869531 -2.08 -1.28 -2.18
C -4.418371 2.931948 -1.086476 -0.07 2.68 1.73
N -3.553162 2.484508 -0.010395 1.84 -0.19 0.91
H -3.498793 -0.283465 -1.619887 -0.82 1.94 0.61
H -5.784616 1.442042 -1.724292 1.86 -0.28 0.01
H -4.593274 1.807340 -2.981993 0.43 -0.13 0.98
H -5.329759 3.224885 -0.574412 -0.30 0.29 -0.30
H -3.980908 3.898198 -1.462154 -0.34 -1.29 -0.58
H -3.032528 3.154726 0.566796 -0.45 -0.59 -0.17
C 1.406336 2.559710 0.262139 1.18 0.17 0.15
Si 1.531366 1.397402 -1.257102 2.07 1.31 0.20
C 3.277404 0.609780 -1.170123 -1.01 -0.70 -0.59
C 1.549255 2.344570 -2.906222 0.75 1.18 -0.40
C 0.316410 -0.033140 -1.510337 -0.07 -1.26 1.42
H 2.282043 3.288699 0.505298 -1.33 -1.28 -1.11
H 1.405320 1.936683 1.163712 -0.43 0.09 0.01
H 0.499154 3.148842 0.199980 -0.26 0.15 0.31
H 3.963946 1.448057 -1.039274 0.21 -0.34 0.28
H 3.478096 0.155565 -2.166702 0.02 0.26 0.53
H 3.391691 -0.215014 -0.425028 0.12 0.88 -0.28
H 2.547193 2.898036 -3.020020 -1.23 -0.75 0.41
H 0.782402 3.123925 -3.136283 0.34 -0.65 0.52
H 1.537035 1.663282 -3.760195 -0.05 -0.18 0.06
H 1.013667 -0.769876 -1.966365 -0.38 -0.07 0.23
H -0.338801 0.264559 -2.307990 -0.84 0.08 -0.31
O -2.969664 -2.394954 -1.221587 2.90 1.16 0.86
N -1.844720 -2.513908 -0.546686 -2.62 -0.54 -0.46
C -1.407233 -3.795615 -0.407259 -0.82 0.73 -1.16
C -0.963161 -4.167905 0.847863 1.12 -0.02 3.58
N -0.703756 -4.209567 1.992529 -0.29 -0.20 -2.29
C -1.856623 -4.651409 -1.419361 -0.68 -2.18 -2.25
N -2.177066 -5.288603 -2.345813 0.62 1.09 1.81
```
Forces are in eV/Å.

=====

No. 2
Here is an isolated molecule of C15H20N2O5 from OMol25. Energies are from ωB97M-V with the def2-TZVPD basis set.

## Properties
* HOMO: -8.15 eV
* frontier orbital gap: 8.8 eV
* relative energy (zero: lowest compared OMol25 entry of this formula, charge and spin): 0.540 eV
* LUMO level: 0.023 Eh

Structure (XYZ):
```
42
Properties=species:S:1:pos:R:3:forces:R:3
C -3.612461 -3.064265 0.676893 -0.31 -0.10 -0.08
H -3.767521 -3.248672 -0.387600 0.00 -0.02 0.06
H -4.582362 -2.932852 1.161271 0.08 -0.07 -0.04
H -3.059886 -3.881355 1.133592 -0.02 0.04 -0.02
O -2.814615 -1.900417 0.844388 0.24 -0.01 0.19
C -3.355327 -0.764261 0.394189 -0.09 0.15 0.36
O -4.494450 -0.653295 0.037081 -0.07 -0.01 0.00
C -2.349438 0.386334 0.533396 -0.26 0.02 -0.45
N -1.103102 -0.042813 -0.067083 0.14 0.14 0.22
C -1.129115 -0.713067 -1.248523 0.40 0.08 -0.06
O -2.153942 -1.123777 -1.757156 -0.30 -0.02 -0.24
N 0.083663 -0.914966 -1.868270 -0.07 -0.27 -0.48
C 1.382495 -0.653053 -1.428639 0.41 0.13 0.28
C 1.755071 -0.805851 -0.097624 0.15 0.01 -0.06
C 3.057411 -0.540003 0.303687 0.15 0.05 -0.10
C 4.006044 -0.113144 -0.629628 -0.07 0.01 0.08
C 3.641285 -0.011663 -1.966075 0.05 -0.10 0.30
C 2.348878 -0.281044 -2.364227 -0.09 0.01 0.07
H 2.078740 -0.196844 -3.405546 -0.06 0.06 -0.12
H 4.391867 0.289925 -2.678427 0.10 0.06 -0.10
O 5.293912 0.200673 -0.272062 -0.13 -0.13 -0.34
C 5.460255 0.361939 1.118429 -0.14 -0.12 0.53
C 4.758945 -0.769882 1.868258 0.57 0.17 -0.12
H 5.166844 -1.732825 1.532098 -0.05 0.08 0.07
O 3.369799 -0.725691 1.625432 -0.38 0.08 -0.25
H 4.888126 -0.672579 2.946952 0.05 -0.01 -0.10
H 5.035326 1.323753 1.438231 0.07 -0.08 -0.03
H 6.534899 0.356087 1.305290 -0.10 0.01 0.05
H 1.062704 -1.173744 0.641792 -0.08 -0.07 0.08
H -0.008683 -1.259243 -2.813698 -0.13 0.02 0.19
H -0.268588 0.461692 0.185766 -0.04 -0.07 -0.05
H -2.160750 0.524435 1.605519 -0.05 0.00 -0.08
C -2.909595 1.689538 -0.071594 0.06 -0.02 0.18
C -3.998022 2.257331 0.834865 0.02 -0.19 -0.20
H -4.795442 1.532662 0.964436 -0.11 0.00 0.07
H -3.587976 2.512894 1.810682 0.06 0.08 0.15
H -4.419908 3.156596 0.393088 -0.06 0.12 0.01
C -1.801442 2.721634 -0.275952 -0.20 -0.25 -0.09
H -2.231723 3.653948 -0.632971 0.00 0.12 -0.01
H -1.074835 2.385838 -1.012714 0.11 0.04 -0.04
H -1.286102 2.922510 0.662401 0.11 0.08 0.13
H -3.350965 1.437515 -1.039961 0.03 -0.03 0.04
```
Forces are in eV/Å.

=====

> Which of these has the highest relative energy (zero: lowest compared OMol25 entry of this formula, charge and spin)?

C15H20N2O5